Record 1
{
  "formula": "C26H38BN5O4S",
  "method": "wB97M-V/def2-TZVPD",
  "symbols": ["S", "O", "O", "O", "O", "N", "N", "N", "N", "N", "C", "C", "C", "C", "C", "C", "C", "C", "C", "C", "C", "C", "C", "C", "C", "C", "C", "C", "C", "C", "C", "C", "C", "C", "C", "C", "B", "H", "H", "H", "H", "H", "H", "H", "H", "H", "H", "H", "H", "H", "H", "H", "H", "H", "H", "H", "H", "H", "H", "H", "H", "H", "H", "H", "H", "H", "H", "H", "H", "H", "H", "H", "H", "H", "H"],
  "positions_angstrom": [[-2.203151, -0.020427, 0.818459], [-1.759825, -1.505278, 3.034791], [0.369481, -1.869066, 2.369526], [1.806101, -3.572182, 3.272639], [-1.275890, -3.313239, 1.746266], [2.205211, 0.842957, -3.357401], [-4.006083, 2.154796, -1.631205], [-0.728325, -0.606983, -6.407513], [6.354011, 2.725078, -1.933139], [-3.257647, -2.240067, 5.698634], [-2.748623, -0.856095, -7.275032], [-3.238788, -2.411415, 7.904415], [-2.000094, -1.029906, -6.140767], [1.005313, -1.812620, 4.891290], [7.434768, 2.264332, -1.233422], [-4.299158, 4.190305, -0.817136], [-0.031166, 1.787757, 0.688215], [5.353243, 1.791387, -1.905492], [-3.710632, -1.045569, 6.183563], [-4.024737, 4.289836, -2.209464], [5.800611, 0.721851, -1.176733], [-2.969918, -3.078762, 6.738506], [2.308166, -1.968152, 5.687410], [-3.850977, 3.017191, -2.683253], [-3.710339, -1.118716, 7.551505], [-0.929726, -2.309370, 2.327096], [-1.891343, -0.308020, -8.266648], [2.092228, -1.152389, -4.306857], [2.442874, -0.071762, -2.367072], [1.993063, 0.194119, -4.541724], [-0.652038, -0.168007, -7.700187], [-4.281031, 2.860605, -0.492825], [-0.787049, 0.692740, -0.053504], [-1.790999, -0.141509, 2.556170], [2.370269, -1.319615, -2.922824], [7.122384, 1.022676, -0.750262], [1.079423, -2.453005, 3.456068], [0.207425, 1.533521, 1.711448], [5.245045, -0.177855, -0.974789], [-3.633245, 2.652740, -3.672519], [8.329287, 2.855209, -1.141514], [2.500377, -2.250402, -2.397881], [6.303584, 3.611971, -2.396138], [-0.844893, 0.321406, 2.803752], [-2.154092, -0.048720, -9.278117], [-0.095663, -0.066700, -0.401521], [0.788294, -0.752823, 4.790318], [-3.792644, -1.096361, -7.383129], [2.183031, 1.837501, -3.235397], [-2.262272, -1.418380, -5.171862], [-0.567848, 2.727383, 0.639132], [0.920016, 1.936905, 0.182704], [-2.578819, 0.332836, 3.121415], [-3.994481, -0.248425, 5.518309], [4.420982, 1.965652, -2.404305], [1.974725, -1.932358, -5.041396], [2.452676, -2.979939, 6.041639], [7.769007, 0.397429, -0.158759], [-3.930311, 1.156340, -1.685030], [1.796457, -3.880523, 2.363621], [0.188972, -2.279472, 5.439764], [-3.146083, -2.462194, 4.725744], [-2.600072, -4.073998, 6.561791], [1.795186, 0.745598, -5.445734], [-1.218008, 1.141566, -0.942805], [-3.965444, 5.191652, -2.794768], [0.273012, 0.203802, -8.106530], [2.632846, 0.243335, -1.355111], [-3.112766, -2.805461, 8.898444], [-4.014422, -0.334533, 8.223798], [2.270315, -1.315348, 6.554657], [-4.438797, 2.355845, 0.443760], [-4.488908, 5.001447, -0.134899], [3.164529, -1.656094, 5.100529], [0.033396, -0.616028, -5.750711]],
  "atomic_forces_ev_per_a": [[-0.487, 0.083, -0.255], [-0.338, -0.351, -0.589], [-0.574, -0.513, -0.124], [0.136, 0.107, -0.163], [0.467, 1.576, 1.210], [-0.012, -0.057, 0.027], [0.038, 0.047, -0.021], [0.007, -0.015, -0.026], [-0.019, -0.042, 0.024], [-0.038, -0.053, 0.020], [-0.011, -0.001, 0.005], [0.006, 0.002, 0.018], [0.014, 0.024, 0.018], [0.597, -0.162, -0.438], [-0.016, 0.026, -0.019], [0.022, 0.009, -0.034], [0.099, -0.067, -0.455], [0.193, 0.061, 0.101], [0.048, -0.022, -0.043], [0.009, 0.007, 0.008], [-0.031, -0.006, 0.014], [0.019, 0.017, -0.047], [-0.365, 0.336, 0.148], [0.033, -0.038, 0.002], [0.005, 0.019, 0.020], [-0.020, -1.127, -0.989], [0.001, 0.007, -0.013], [-0.071, -0.005, -0.015], [-0.134, 0.045, 0.003], [0.032, 0.043, -0.029], [0.009, 0.010, 0.042], [0.003, -0.031, 0.040], [0.555, 0.248, 0.281], [0.337, -0.089, 0.230], [0.001, -0.023, 0.023], [0.000, -0.010, 0.013], [0.119, 0.235, 0.747], [0.011, 0.006, 0.209], [-0.002, -0.030, -0.025], [-0.005, 0.006, -0.016], [0.016, -0.002, 0.010], [0.025, -0.016, -0.003], [0.006, 0.042, -0.031], [0.120, 0.198, -0.123], [-0.004, 0.000, -0.014], [-0.009, -0.353, 0.139], [-0.300, 0.160, 0.030], [-0.013, -0.006, -0.005], [-0.041, 0.051, 0.005], [-0.011, -0.016, 0.006], [-0.186, 0.150, 0.250], [0.164, 0.083, -0.066], [-0.163, -0.031, 0.184], [-0.024, 0.017, 0.006], [-0.068, -0.011, -0.093], [0.048, -0.015, -0.006], [0.126, -0.244, -0.069], [0.008, -0.012, 0.007], [-0.050, -0.051, 0.017], [-0.062, -0.175, -0.236], [-0.291, 0.083, 0.096], [0.048, 0.042, -0.049], [-0.003, -0.016, 0.011], [0.064, 0.021, -0.015], [-0.274, -0.061, -0.149], [-0.005, 0.012, -0.010], [0.002, 0.002, -0.024], [0.032, -0.007, 0.015], [-0.002, -0.005, 0.015], [-0.008, 0.008, 0.011], [0.054, 0.007, 0.223], [0.014, -0.001, 0.018], [-0.012, 0.011, 0.006], [0.226, -0.099, -0.117], [-0.065, -0.038, 0.058]]
}

***

Record 2
{
  "formula": "C4H14N2O",
  "method": "wB97M-V/def2-TZVPD",
  "symbols": ["O", "N", "N", "C", "C", "C", "C", "H", "H", "H", "H", "H", "H", "H", "H", "H", "H", "H", "H", "H", "H"],
  "positions_angstrom": [[3.411444, 3.188734, -5.236302], [-0.731875, -0.000569, 2.076358], [0.942472, -1.116673, -0.570674], [-1.415707, -1.458519, 0.141712], [-0.012496, -2.060455, 0.008434], [-1.443984, -0.072860, 0.789358], [-0.729794, 1.352568, 2.607256], [3.506457, 3.104073, -4.279110], [-1.014227, 0.669191, 0.105959], [0.348612, -2.418057, 0.977576], [-0.594029, 1.327538, 3.688179], [-0.147338, -2.995525, -0.559158], [2.632938, 2.644100, -5.423134], [0.085351, 1.990905, 2.227344], [1.872626, -1.193584, -0.158442], [-2.479467, 0.211959, 0.978643], [-2.043703, -2.146824, 0.708851], [1.149933, -1.376497, -1.530160], [-1.651866, 1.902134, 2.401511], [0.219419, -0.260465, 1.871839], [-1.904768, -1.291175, -0.826038]],
  "atomic_forces_ev_per_a": [[-0.340, -0.305, 0.239], [-0.595, -0.179, -0.533], [0.868, -0.255, -0.483], [0.017, 0.756, 0.308], [-0.558, -0.576, 0.049], [0.294, 0.118, 0.444], [0.496, 0.507, 0.371], [0.104, 0.109, -0.143], [-0.097, -0.067, -0.243], [-0.113, 0.335, 0.089], [-0.100, -0.014, 0.102], [0.350, 0.248, -0.162], [0.233, 0.196, -0.093], [-0.110, -0.159, -0.197], [-0.427, -0.025, 0.332], [-0.082, 0.008, -0.053], [0.000, -0.057, 0.044], [-0.410, 0.214, -0.123], [-0.091, -0.356, -0.023], [0.295, -0.090, 0.173], [0.266, -0.407, -0.098]]
}

***

Record 3
{
  "formula": "C6H7NO2",
  "method": "wB97M-V/def2-TZVPD",
  "symbols": ["O", "O", "N", "C", "C", "C", "C", "C", "C", "H", "H", "H", "H", "H", "H", "H"],
  "positions_angstrom": [[1.852624, -1.567571, 1.078523], [0.255474, -2.772513, 0.106403], [-0.041174, -0.428956, -0.197256], [0.210251, 0.849741, 1.961182], [0.200835, -0.218278, -1.621511], [-1.046593, 1.704467, -0.153848], [-1.847518, 2.438165, -0.686362], [-0.030543, 0.560385, 0.697960], [0.806352, -1.610687, 0.498664], [0.706204, -1.113027, -1.980851], [0.901814, 0.274060, 2.550894], [-2.512873, 3.118459, -1.145107], [0.803594, -3.508776, 0.426393], [0.776385, 0.686966, -1.809187], [-0.766953, -0.130547, -2.113186], [-0.267881, 1.718113, 2.387289]],
  "atomic_forces_ev_per_a": [[-1.013, 0.931, 0.162], [-0.508, 0.359, 0.101], [3.381, -4.747, 2.772], [0.573, -0.236, 0.222], [-0.144, -0.327, -0.019], [1.360, -1.339, 2.109], [0.940, -0.679, 0.538], [-4.623, 5.574, -2.626], [-0.230, 0.150, -2.898], [0.058, 0.188, -0.238], [-0.092, -0.230, 0.177], [-0.202, 0.150, -0.168], [0.023, 0.309, 0.041], [0.164, -0.160, 0.000], [0.081, 0.009, -0.079], [0.232, 0.049, -0.095]]
}

***

no.,E_LUMO (eV),electronic energy (eV)
1,0.2,-54731.5093
2,0.7,-9402.1484
3,0.5,-11916.1702